Entry 1:
A molecular structure, C17H17N6O3SV, computed with the ωB97M-V functional and the def2-TZVPD basis.

As for the energy: -2554.5258 a.u. The HOMO energy (spin up / spin down) is -7.98 / -8.10 eV. Its spin multiplicity is 3. The expectation value of S² is 2.021. The relative energy (zero: lowest compared OMol25 entry of this formula, charge and spin) is 32.4 kJ/mol. As for the charge: 0. As for the gap between HOMO and LUMO (spin up / spin down): 6.647 / 6.736 eV.

Positions of all 45 atoms, in Å:
1 V 0.23889 -0.12550 -0.11129
2 N -0.48775 1.30794 -1.55739
3 C -1.62794 0.61472 -2.24406
4 C -1.22800 -0.84300 -2.51622
5 O -1.60987 -1.42193 -3.52027
6 N -0.44632 -1.30432 -1.51983
7 C 0.14848 -2.63200 -1.52594
8 C 1.44154 -2.54714 -0.72411
9 O 2.34574 -3.32173 -0.80461
10 O 1.48978 -1.44174 0.10240
11 H 0.24723 1.43428 -2.24925
12 H -0.74051 2.23882 -1.24615
13 H -2.47744 0.61695 -1.56281
14 H -1.90880 1.09993 -3.17501
15 H -0.50135 -3.36303 -1.03585
16 H 0.35695 -2.99662 -2.53007
17 S -1.37288 -0.39511 1.42107
18 C -0.53189 0.51725 2.65441
19 N -0.84466 0.56570 3.92276
20 N -1.85315 -0.15119 4.32667
21 C -2.19882 -0.22239 5.69835
22 C -1.55985 0.56056 6.64675
23 C -1.93992 0.44297 7.97503
24 C -2.94292 -0.43945 8.35590
25 C -3.57639 -1.21043 7.39147
26 C -3.20741 -1.10344 6.05901
27 N 0.58004 1.31480 2.38672
28 N 0.99252 1.21534 1.20454
29 C 2.10108 2.09573 0.89032
30 C 2.44997 3.18345 1.67611
31 C 3.50977 3.98586 1.28610
32 C 4.22045 3.71038 0.12175
33 C 3.87116 2.61481 -0.65193
34 C 2.81133 1.80684 -0.26380
35 H -2.29965 -0.78705 3.67366
36 H -0.77823 1.24246 6.34428
37 H -1.44227 1.05024 8.72036
38 H -3.22562 -0.52730 9.39640
39 H -4.36070 -1.90144 7.67274
40 H -3.70015 -1.70418 5.30283
41 H 1.88768 3.39348 2.57487
42 H 3.78484 4.83457 1.89875
43 H 5.04786 4.34232 -0.17383
44 H 4.42834 2.37509 -1.54768
45 H 2.58946 0.91575 -0.84143



Entry 2:
A molecular structure, C17H18BBeClN6O2, computed with the ωB97M-V functional and the def2-TZVPD basis.

As for the energy: -1637.4619 a.u. The HOMO energy is -8.37 eV. As for the charge: 0. As for the gap between HOMO and LUMO: 8.290 eV.

Positions of all 46 atoms, in Å:
1 H -2.17174 -1.53558 -0.96066
2 N -0.47475 -0.45655 -1.59731
3 B 1.31324 0.77676 -2.71340
4 N -0.11901 0.12437 -2.75638
5 C -1.06762 -0.08952 -3.70086
6 Be 1.44136 -0.45562 0.43938
7 H -0.96493 0.26097 -4.70655
8 C -2.10178 -0.82221 -3.09752
9 H -3.02150 -1.17177 -3.52173
10 C -1.67448 -1.01974 -1.76319
11 H 1.62339 1.04305 -3.81665
12 C 1.95017 -1.42547 1.74387
13 H 1.53023 -2.40040 1.76255
14 H 1.68333 -0.91283 2.63837
15 H 3.00800 -1.53475 1.72706
16 N 2.24827 -0.35634 -2.13988
17 N 1.30401 2.02210 -1.78273
18 N 2.14878 -0.90157 -0.83537
19 N 1.17741 1.76975 -0.45359
20 C 3.11775 -1.11520 -2.82139
21 C 1.44902 3.34034 -1.95423
22 H 3.37373 -0.84294 -3.80730
23 H 1.57038 3.67327 -2.97173
24 C 3.52976 -2.15654 -2.02156
25 C 1.35879 3.97324 -0.69632
26 C 2.85519 -2.04556 -0.82492
27 C 1.25453 2.92457 0.24718
28 H 4.25740 -2.90764 -2.23219
29 H 1.48190 5.02750 -0.54919
30 H 2.83852 -2.69824 0.03712
31 H 1.07141 3.02861 1.30772
32 H 1.50124 0.79663 -0.31050
33 Cl -5.69930 -1.25414 4.73316
34 C -4.27274 -0.78913 3.89601
35 C -3.30376 0.00009 4.55396
36 C -2.14571 0.37090 3.85204
37 C -1.91370 -0.03332 2.52422
38 C -2.88549 -0.82110 1.90161
39 C -4.07245 -1.19698 2.56204
40 C -0.59216 0.38432 1.90194
41 O -0.02114 1.33965 2.44340
42 O -0.13078 -0.29007 0.87535
43 H -3.47150 0.31664 5.59267
44 H -1.41052 0.99898 4.35337
45 H -2.72809 -1.14209 0.87788
46 H -4.84467 -1.79643 2.06427



Entry 3:
2 unconnected molecules or ions with the total composition C17H18BBrF9N3O8P2S, computed with the ωB97M-V functional and the def2-TZVPD basis.

As for the energy: -6003.4773 a.u. The HOMO energy is 0.01 eV. The relative energy (zero: lowest compared OMol25 entry of this formula, charge and spin) is 0.0 kJ/mol. As for the charge: -2. As for the gap between HOMO and LUMO: 2.850 eV.

Positions of all 60 atoms, in Å:
1 C -1.09988 3.55644 2.56330
2 N -0.61697 2.98296 1.31796
3 C -0.93799 1.56450 1.15861
4 C 0.09310 0.67816 0.42919
5 C 0.48043 1.28273 -0.93130
6 N 1.30895 2.48699 -0.82254
7 C -0.67048 -0.70985 0.13203
8 P -1.21683 -1.05305 -1.67258
9 S 0.03445 -1.70367 -2.95951
10 B -1.96846 -1.10618 1.01069
11 O -3.20595 -0.70867 0.53076
12 O -1.91419 -1.84108 2.17784
13 C 0.39866 -1.74408 0.37442
14 O 0.26306 -2.92891 0.51441
15 N 1.62085 -1.08044 0.51293
16 C 1.36808 0.17222 1.23739
17 P 0.77622 -0.28648 3.00365
18 O 1.42906 0.93312 3.87917
19 Br 2.10875 -1.97905 3.61719
20 C 2.77773 0.89098 1.15719
21 F 3.26434 0.82022 -0.09076
22 F 3.60403 0.08483 1.90987
23 C 3.07443 2.36750 1.66910
24 F 2.01079 2.92723 2.26387
25 F 3.43656 3.14989 0.63060
26 C 4.30407 2.47632 2.64027
27 F 4.13230 1.77336 3.77323
28 F 5.40036 2.02784 2.00699
29 C 4.61886 3.92648 3.11190
30 F 5.69637 3.87614 3.90276
31 F 3.61372 4.43971 3.82167
32 F 4.89134 4.75470 2.10875
33 H -0.67611 2.98920 3.39930
34 H -2.19818 3.55259 2.67690
35 H -0.74242 4.58756 2.65926
36 H -1.00797 3.49867 0.53889
37 H -1.86955 1.46173 0.58266
38 H -1.11611 1.16629 2.16932
39 H 1.02348 0.53159 -1.51138
40 H -0.45900 1.50961 -1.44668
41 H 2.00082 2.48075 -1.56366
42 H 0.76414 3.33130 -0.94187
43 H -1.85455 0.15351 -1.99596
44 H -2.29717 -1.91598 -1.47302
45 H -3.68926 -0.16964 1.16773
46 H -1.65261 -1.34701 2.96342
47 H 2.32597 -1.69151 0.90752
48 H 1.61560 0.64407 4.78415
49 C -2.29617 -4.81433 -5.79274
50 C -2.11624 -3.55094 -5.20285
51 C -3.16794 -3.12259 -4.11262
52 O -3.00954 -2.02952 -3.51053
53 C -4.24849 -3.97904 -3.87291
54 C -4.44029 -5.23981 -4.48238
55 C -3.34381 -5.71060 -5.49386
56 O -3.45221 -6.84472 -5.99355
57 O -5.40673 -5.98660 -4.26754
58 O -1.19558 -2.75511 -5.47534
59 H -1.57987 -5.15022 -6.53852
60 H -4.98596 -3.63013 -3.15277



Entry 4:
A molecular structure, C17H18BN7O3SSr, computed with the ωB97M-V functional and the def2-TZVPD basis.

As for the energy: -1721.2558 a.u. The HOMO energy (spin up / spin down) is -8.27 / -8.26 eV. The relative energy (zero: lowest compared OMol25 entry of this formula, charge and spin) is 469.2 kJ/mol. As for the charge: 0. As for the gap between HOMO and LUMO (spin up / spin down): 6.010 / 6.819 eV.

Positions of all 48 atoms, in Å:
1 H 0.13548 2.93626 0.58512
2 N 0.37236 1.69907 -1.14446
3 B 0.97768 0.84731 -3.45762
4 N 0.88305 1.96922 -2.39063
5 C 1.18969 3.27640 -2.51071
6 Sr -1.11262 -0.94329 -0.33159
7 H 1.54929 3.67593 -3.44811
8 C 0.91410 3.88385 -1.28663
9 H 1.06075 4.91782 -1.04356
10 C 0.42534 2.84968 -0.45670
11 H 1.35939 1.29751 -4.49976
12 C -1.79792 -3.11063 -0.34466
13 H -2.76368 -2.55041 0.05873
14 H -1.06435 -3.41429 0.39221
15 H -1.64411 -3.32358 -1.37753
16 N -0.44396 0.20240 -3.59387
17 N 1.98589 -0.21195 -2.93362
18 N -1.11369 -0.39174 -2.38830
19 N 1.70186 -0.92425 -1.78715
20 C -1.28777 0.15103 -4.64378
21 C 3.16207 -0.60668 -3.46265
22 H -0.93973 0.57883 -5.62281
23 H 3.51474 -0.21686 -4.40519
24 C -2.52731 -0.42845 -4.21494
25 C 3.71127 -1.55840 -2.60949
26 C -2.35833 -0.69011 -2.80660
27 C 2.77886 -1.69765 -1.55592
28 H -3.43280 -0.63047 -4.86527
29 H 4.64801 -2.06452 -2.74172
30 H -3.04113 -1.14227 -2.10054
31 H 2.88582 -2.31816 -0.67387
32 H -2.29407 1.60577 0.29810
33 O 0.67328 -1.68239 1.73926
34 C 0.07315 -0.80982 2.41812
35 N -0.71070 0.16431 1.83969
36 S -1.36115 1.24402 2.89921
37 O -0.70106 2.50778 2.84701
38 O -2.82289 1.18465 2.79128
39 C -0.75953 0.36439 4.31548
40 C -1.07697 0.58672 5.65942
41 C -0.59204 -0.30140 6.63557
42 C 0.20103 -1.39137 6.23738
43 C 0.49832 -1.58546 4.88210
44 C 0.03872 -0.68248 3.90631
45 H -1.70279 1.43299 5.93617
46 H -0.83382 -0.16331 7.69515
47 H 0.56675 -2.08658 7.00126
48 H 1.07554 -2.44939 4.56008



Entry 5:
A molecular structure, C17H18BN7O4Sn, computed with the ωB97M-V functional and the def2-TZVPD basis.

As for the energy: -1581.9841 a.u. The HOMO energy is -6.46 eV. The relative energy (zero: lowest compared OMol25 entry of this formula, charge and spin) is 57.1 kJ/mol. As for the charge: 0. As for the gap between HOMO and LUMO: 5.523 eV.

Positions of all 48 atoms, in Å:
1 H 0.98199 3.70759 0.05182
2 N 0.77178 2.10491 -1.33713
3 B 0.38505 0.55881 -3.30832
4 N 0.75596 1.96642 -2.70861
5 C 0.95490 3.18689 -3.23089
6 Sn 0.34646 0.47465 -0.05579
7 H 0.93157 3.36341 -4.26727
8 C 1.13649 4.09652 -2.18804
9 H 1.36343 5.12021 -2.24361
10 C 0.97504 3.39254 -0.98990
11 H 0.42957 0.55050 -4.50385
12 C -1.75468 -2.58848 2.18956
13 H -1.02682 -2.97966 2.94436
14 H -1.20852 -1.80035 1.58437
15 H -2.07029 -3.35009 1.43776
16 N -1.06933 0.14419 -2.85854
17 N 1.33633 -0.54676 -2.74318
18 N -1.47426 0.01840 -1.56026
19 N 1.50122 -0.72424 -1.38887
20 C -2.09571 -0.13231 -3.67408
21 C 1.98121 -1.53484 -3.38887
22 H -1.93240 -0.06407 -4.74298
23 H 1.91699 -1.69210 -4.46673
24 C -3.18058 -0.46884 -2.90023
25 C 2.63632 -2.31524 -2.45721
26 C -2.75364 -0.40765 -1.56764
27 C 2.33068 -1.78743 -1.19322
28 H -4.15165 -0.72806 -3.27419
29 H 3.22744 -3.18124 -2.67980
30 H -3.30750 -0.65372 -0.68040
31 H 2.68716 -2.16629 -0.22856
32 H -2.63906 -2.14893 2.68974
33 O 0.28954 1.45353 2.07513
34 C 1.38146 0.82043 2.37409
35 O 2.03918 0.21953 1.43104
36 C 1.81917 0.61822 3.77295
37 C 3.08783 0.04693 4.01851
38 C 3.40616 -0.44887 5.27848
39 C 2.43084 -0.41988 6.31278
40 C 1.17740 0.17107 6.08768
41 C 0.88057 0.69962 4.82388
42 N 2.76408 -0.81301 7.63745
43 O 3.94184 -1.19411 7.85320
44 O 1.90289 -0.73113 8.54846
45 H 3.77562 -0.08406 3.20155
46 H 4.38975 -0.84860 5.50413
47 H 0.46068 0.20278 6.93186
48 H -0.12786 1.12090 4.66266